The following is a quantum chemistry calculation of a 16-piece molecular cluster, C74H180O37 overall at a distorted geometry, from OMol25.

The net charge is 0. As for the orbital gap: 9.20 eV. For the relative energy (zero: lowest compared OMol25 entry of this formula, charge and spin), the calculation gives 160.8 kJ/mol. For the LUMO energy, the calculation gives 0.015 hartree.

```
291
C74H180O37 ωB97M-V with the def2-TZVPD basis set
C 15.516 14.258 20.420
O 15.904 15.591 20.758
C 15.304 16.078 21.922
C 15.760 17.516 22.375
O 17.183 17.382 22.674
C 17.848 18.638 22.687
H 16.137 13.638 21.067
H 15.707 14.235 19.348
H 14.444 14.109 20.548
H 15.607 15.446 22.757
H 14.214 16.082 21.903
H 15.290 17.819 23.310
H 15.547 18.212 21.563
H 17.476 19.259 23.503
H 17.784 19.072 21.690
H 18.891 18.481 22.962
C 20.312 18.359 27.979
O 19.762 18.914 26.793
C 19.774 20.371 26.754
C 18.856 20.811 25.575
O 17.479 20.383 25.668
C 16.832 20.845 26.883
H 20.347 17.271 27.940
H 19.689 18.509 28.861
H 21.325 18.675 28.228
H 20.786 20.743 26.597
H 19.428 20.784 27.701
H 19.248 20.565 24.588
H 18.804 21.899 25.625
H 17.311 20.380 27.744
H 15.779 20.564 26.878
H 16.881 21.929 26.985
C 17.252 17.125 18.799
O 17.779 17.888 17.704
C 18.891 18.768 18.027
C 20.097 18.062 18.781
O 20.543 16.935 18.037
C 21.273 15.964 18.773
H 16.820 17.827 19.513
H 18.114 16.614 19.230
H 16.455 16.512 18.380
H 18.619 19.692 18.538
H 19.275 18.995 17.032
H 19.702 17.684 19.724
H 20.757 18.880 19.068
H 20.602 15.572 19.537
H 22.217 16.361 19.148
H 21.440 15.061 18.186
C 19.225 14.796 22.153
O 20.497 14.153 22.320
C 20.727 12.898 21.752
C 20.067 11.727 22.566
O 20.530 11.427 23.837
C 19.960 12.270 24.875
H 18.614 14.416 22.972
H 18.724 14.618 21.201
H 19.251 15.878 22.283
H 21.782 12.699 21.937
H 20.491 12.884 20.688
H 20.173 10.804 21.996
H 18.982 11.800 22.485
H 20.214 13.328 24.814
H 20.182 11.921 25.884
H 18.877 12.185 24.785
C 26.349 18.842 29.450
O 25.474 18.782 28.288
C 25.055 20.040 27.728
C 24.097 19.876 26.516
O 23.322 21.055 26.292
C 22.879 21.146 24.938
H 27.304 19.355 29.337
H 26.641 17.887 29.888
H 25.889 19.450 30.229
H 25.982 20.559 27.485
H 24.572 20.536 28.570
H 23.509 18.960 26.576
H 24.794 19.737 25.689
H 22.144 20.385 24.676
H 23.788 21.063 24.342
H 22.489 22.144 24.738
C 16.116 21.673 21.382
O 17.243 21.583 20.509
C 18.241 22.588 20.795
C 19.495 22.118 21.645
O 20.389 21.320 20.896
C 21.185 21.972 19.920
H 15.428 20.870 21.117
H 15.572 22.613 21.292
H 16.413 21.436 22.404
H 17.738 23.412 21.301
H 18.538 23.102 19.881
H 19.150 21.519 22.488
H 20.009 22.946 22.133
H 21.767 21.187 19.436
H 21.894 22.576 20.487
H 20.622 22.623 19.252
C 26.165 18.547 22.381
O 27.533 18.968 22.504
C 27.671 20.360 22.896
C 29.135 20.767 23.306
O 29.231 22.144 23.476
C 30.431 22.462 24.082
H 25.518 19.397 22.166
H 25.871 18.191 23.368
H 25.918 17.821 21.606
H 27.163 20.429 23.858
H 27.160 21.036 22.210
H 29.784 20.302 22.565
H 29.351 20.210 24.218
H 31.272 21.996 23.568
H 30.516 22.222 25.142
H 30.590 23.540 24.115
C 22.882 18.508 30.521
O 21.713 18.115 31.147
C 21.202 19.062 32.182
C 20.083 18.478 33.163
O 20.654 17.701 34.208
C 19.623 17.189 35.065
H 23.654 18.575 31.289
H 22.772 19.435 29.959
H 23.328 17.734 29.897
H 20.752 19.884 31.627
H 22.016 19.388 32.830
H 19.277 17.901 32.710
H 19.594 19.376 33.540
H 18.927 16.574 34.495
H 19.106 17.974 35.617
H 20.047 16.513 35.808
C 26.958 14.536 25.392
O 28.257 14.764 25.995
C 28.175 15.794 26.953
C 27.909 17.184 26.355
O 28.960 17.728 25.530
C 29.040 17.026 24.298
H 26.256 14.287 26.187
H 27.010 13.699 24.695
H 26.556 15.389 24.845
H 29.067 15.764 27.578
H 27.432 15.613 27.730
H 27.587 17.846 27.159
H 26.938 17.181 25.859
H 29.659 17.644 23.648
H 28.056 16.870 23.854
H 29.595 16.099 24.442
C 22.990 12.591 27.927
O 22.255 13.655 28.655
C 20.835 13.682 28.383
C 20.272 14.784 29.325
O 20.314 14.261 30.623
C 19.740 15.081 31.643
H 24.073 12.615 28.045
H 22.680 12.684 26.886
H 22.685 11.607 28.284
H 20.368 12.700 28.451
H 20.673 14.039 27.365
H 19.262 15.049 29.012
H 20.984 15.608 29.313
H 20.182 16.076 31.680
H 19.984 14.581 32.581
H 18.673 15.286 31.556
C 23.642 15.969 26.796
O 23.578 16.514 25.464
C 22.271 16.430 24.846
C 22.129 16.927 23.415
O 22.728 18.213 23.074
C 22.521 18.625 21.745
H 23.216 14.969 26.873
H 23.042 16.598 27.453
H 24.665 15.921 27.170
H 21.585 17.022 25.451
H 21.980 15.380 24.808
H 21.061 16.918 23.193
H 22.575 16.196 22.741
H 21.484 18.959 21.709
H 22.785 17.931 20.947
H 23.066 19.559 21.602
C 22.470 18.028 12.614
O 23.519 18.297 13.536
C 23.768 17.284 14.487
C 24.980 17.651 15.307
O 24.739 18.737 16.176
C 24.104 18.359 17.393
C 24.210 19.542 18.379
O 25.496 19.941 18.738
C 26.305 20.645 17.789
H 21.587 17.686 13.154
H 22.705 17.208 11.936
H 22.110 18.808 11.943
H 23.905 16.287 14.067
H 22.871 17.226 15.104
H 25.655 17.995 14.524
H 25.458 16.795 15.782
H 24.583 17.511 17.883
H 23.083 18.019 17.219
H 23.829 19.199 19.341
H 23.593 20.389 18.080
H 27.115 21.124 18.339
H 25.741 21.400 17.243
H 26.756 20.001 17.034
C 23.865 13.264 24.275
O 24.444 12.158 24.975
C 24.005 10.861 24.622
C 24.958 9.761 25.105
O 26.312 9.873 24.707
C 26.513 9.722 23.321
C 27.948 9.755 22.903
O 28.555 11.044 22.979
C 28.834 11.443 24.348
H 24.356 14.196 24.555
H 22.801 13.263 24.510
H 23.959 13.174 23.193
H 23.882 10.791 23.542
H 22.987 10.611 24.921
H 24.688 8.765 24.754
H 25.044 9.793 26.191
H 26.044 10.583 22.846
H 26.076 8.790 22.963
H 28.016 9.292 21.919
H 28.452 9.086 23.600
H 29.464 10.719 24.865
H 27.946 11.565 24.968
H 29.371 12.392 24.349
C 29.119 24.560 14.670
O 27.864 24.296 15.351
C 27.581 25.287 16.342
C 26.330 24.965 17.175
O 26.722 24.024 18.200
C 25.936 24.098 19.354
C 26.358 22.975 20.363
O 25.750 23.083 21.636
C 24.333 22.974 21.679
H 29.964 24.909 15.264
H 28.985 25.281 13.864
H 29.389 23.601 14.227
H 27.604 26.295 15.926
H 28.423 25.251 17.034
H 25.546 24.450 16.619
H 25.819 25.840 17.578
H 24.908 23.961 19.018
H 26.134 25.088 19.764
H 27.426 22.889 20.567
H 25.978 22.004 20.046
H 24.039 23.092 22.721
H 24.032 21.969 21.382
H 23.835 23.671 21.004
C 17.656 14.149 26.682
O 18.543 15.249 26.543
C 18.134 16.228 25.623
C 17.085 17.219 26.247
O 15.825 16.516 26.348
C 14.825 17.392 26.856
C 13.467 16.661 26.981
O 12.324 17.502 26.725
C 11.173 16.863 26.279
H 18.043 13.348 27.312
H 17.334 13.733 25.728
H 16.822 14.559 27.252
H 17.831 15.879 24.636
H 19.053 16.783 25.431
H 17.023 18.127 25.647
H 17.519 17.414 27.228
H 14.666 18.274 26.235
H 15.083 17.709 27.866
H 13.237 16.308 27.986
H 13.443 15.750 26.383
H 11.408 16.058 25.583
H 10.424 17.592 25.971
H 10.725 16.395 27.156
C 26.883 14.197 21.616
O 25.546 13.896 21.301
C 24.666 14.985 21.078
C 24.836 15.721 19.753
O 24.423 15.065 18.615
C 25.261 13.932 18.172
C 24.701 13.073 17.056
O 24.749 13.619 15.732
C 24.009 12.926 14.767
H 27.500 14.474 20.761
H 27.282 13.240 21.952
H 26.953 14.952 22.399
H 24.679 15.657 21.936
H 23.673 14.547 21.170
H 25.831 16.152 19.637
H 24.302 16.668 19.826
H 25.498 13.339 19.055
H 26.206 14.384 17.868
H 23.661 12.852 17.297
H 25.355 12.201 17.042
H 24.188 11.851 14.757
H 24.233 13.363 13.793
H 22.978 12.906 15.120
```

Results of the Mulliken charge analysis, in e, for atoms 1 through 5: number 1, C, carries -0.89; number 2, O, carries -0.03; number 3, C, carries -0.95; number 4, C, carries -0.36; number 5, O, carries 0.48